Entry A
An isolated molecule of C14H22O5, computed with ωB97M-V/def2-TZVPD.

Last column: Mulliken charge in e.
Atoms and positions in Å:
1 O -1.38520 -0.42683 -0.88884  -0.528
2 O -3.95064 0.05191 -1.00392  -0.415
3 O 4.89233 -1.52965 -1.52346  -0.531
4 O -0.92195 -1.92284 0.80451  -0.365
5 O -3.72151 2.18675 -0.39110  -0.599
6 C 1.98729 -0.70652 0.74575  -1.276
7 C -3.23113 1.10621 -0.60968  0.364
8 C -1.69068 -2.98542 0.25631  -0.158
9 C 4.16602 -1.36171 -0.33020  -0.688
10 C -0.36242 -1.06302 -0.14035  -0.139
11 C 1.52569 3.68116 0.58314  -0.737
12 C 0.57104 -0.12542 0.64690  0.056
13 C -1.78903 0.80630 -0.46478  -0.405
14 C 0.52187 1.32472 0.12557  1.252
15 C 2.66197 2.71935 0.74588  -0.511
16 C 2.76493 -0.79109 -0.56547  -0.086
17 C -0.92224 1.70604 0.00806  -0.609
18 C -2.20504 -3.84071 1.40091  -1.281
19 C 1.26039 2.27769 1.04095  -0.614
20 H -2.79082 -4.66711 1.00861  0.409
21 H 2.86265 0.20051 -1.01286  0.274
22 H 1.42272 4.48541 1.29480  0.299
23 H 4.71652 -0.71395 0.36852  0.292
24 H 0.96490 1.36095 -0.87724  0.165
25 H 3.34282 2.85858 1.57184  0.271
26 H 0.18319 -1.64840 -0.89996  0.348
27 H -1.05438 -3.57863 -0.41812  0.259
28 H 4.96788 -0.67677 -1.96588  0.326
29 H 2.25136 -1.43139 -1.28410  0.165
30 H 3.14126 2.35188 -0.14838  0.166
31 H 1.22896 3.94954 -0.41929  0.248
32 H -4.88408 0.30315 -1.08777  0.368
33 H 4.09740 -2.35937 0.10917  0.321
34 H 0.99873 2.15062 2.08484  0.604
35 H 1.90331 -1.70815 1.17237  0.577
36 H -1.37099 -4.23330 1.97614  0.312
37 H 0.15839 -0.11183 1.66307  0.328
38 H 2.55513 -0.09322 1.44778  0.457
39 H -1.26050 2.67832 0.32125  0.493
40 H -2.52324 -2.57389 -0.32706  0.272
41 H -2.82728 -3.24150 2.05939  0.317

Properties
Highest occupied orbital energy (eV): -9.14
Charge: 0
SMILES string: CCO[C@H]1OC(C(=O)O)=C[C@@H](C2CC2)[C@@H]1CCCO
Kohn-Sham gap (eV): 9.872



Entry B
An isolated molecule of C14H22O5, computed with ωB97M-V/def2-TZVPD.

Last column: Mulliken charge in e.
Atoms and positions in Å:
1 O -0.47067 0.88708 1.61843  -0.096
2 O -1.67818 1.41745 -4.22465  -0.501
3 O 4.12653 0.22098 -0.04693  -0.646
4 O 3.03088 2.47982 0.10004  -0.462
5 O 0.56105 1.46488 -0.03558  -0.307
6 C -0.06200 0.22108 -2.71629  -1.286
7 C -1.07094 -3.22699 1.15654  -0.690
8 C -1.20706 -0.23393 -1.86759  -0.788
9 C -0.98777 -0.11865 -0.24248  0.312
10 C 2.89453 1.21912 0.16253  0.121
11 C -0.56950 1.11650 0.36835  -0.255
12 C -0.57031 0.57025 -4.22298  -1.448
13 C -0.71546 1.72335 3.88891  -1.158
14 C 1.52590 0.59707 0.14401  0.609
15 C 0.02157 -1.32475 -0.04762  0.207
16 C 0.40327 -3.60674 1.34254  -0.652
17 C 1.56606 -0.78935 -0.01882  -1.249
18 C -0.16988 -2.03128 1.29049  -1.828
19 C -0.56620 2.05765 2.29700  -0.616
20 H 0.60519 -0.35085 -2.64956  1.324
21 H -0.68085 2.50058 4.66333  0.408
22 H 0.35499 2.43334 2.06663  0.447
23 H 0.40145 1.17178 -2.38612  0.149
24 H 0.95851 -3.93335 0.52683  0.361
25 H -0.32881 -1.59551 2.02223  1.727
26 H -1.64445 -3.41527 2.04830  0.359
27 H 0.11423 0.94266 4.20223  0.222
28 H -1.30976 2.75464 2.10649  0.421
29 H -1.68482 -1.00826 -2.17579  0.870
30 H 2.26104 -1.51377 -0.02493  0.793
31 H -1.49902 1.97501 0.04537  0.109
32 H -1.91823 -0.74794 0.01456  0.135
33 H 0.18156 0.70575 -4.83410  0.525
34 H 0.24526 -2.19120 -0.99498  0.336
35 H 4.08743 2.95214 0.20601  0.463
36 H -1.68473 1.35936 4.07922  0.343
37 H -0.90395 -0.28445 -4.61630  0.586
38 H 0.91705 -3.84270 2.33886  0.234
39 H -1.12938 2.21990 -3.84521  0.418
40 H -2.04001 0.75207 -1.98336  0.189
41 H -1.36451 -3.52747 0.24439  0.313

Properties
Highest occupied orbital energy (eV): -8.64
Charge: 0
SMILES string: CCO[C@H]1OC(C(=O)O)=C[C@@H](C2CC2)[C@@H]1CCCO
Kohn-Sham gap (eV): 8.693



Relative energies in kJ/mol: entry A 0.0; entry B 1406.7



Entry A
A structure of composition C4H6N4O, computed with ωB97M-V/def2-TZVPD.

Last column: Mulliken charge in e.
Atoms and positions in Å:
1 O 2.19424 0.41371 -1.06713  -0.422
2 N -1.96313 -1.13376 -0.28021  -0.114
3 N -0.43150 2.10004 -0.04197  -0.698
4 N 2.15837 -0.89040 0.59624  -0.514
5 N -0.62759 -1.45809 -0.46281  -0.670
6 C -0.73491 0.81353 -0.06327  0.721
7 C 1.63971 -0.15532 -0.30525  0.200
8 C -2.10943 0.22174 -0.10650  -1.024
9 C 0.16386 -0.31619 -0.37197  0.283
10 H -2.69817 -2.09420 -0.64469  0.360
11 H 0.68722 2.22981 -0.31169  0.351
12 H -0.40022 2.65971 1.10648  0.313
13 H 3.36863 -0.99514 0.54031  0.294
14 H 1.65891 -1.80391 1.24654  0.324
15 H -2.90597 0.40848 0.16593  0.597

Properties
Highest occupied orbital energy (eV): -7.88
Charge: 0
Kohn-Sham gap (eV): 8.545



Entry B
An isolated molecule of C4H6N4O, computed with ωB97M-V/def2-TZVPD.

Last column: Mulliken charge in e.
Atoms and positions in Å:
1 O 1.87588 0.18204 0.53511  -0.197
2 N 0.54610 1.92195 -0.29150  -0.489
3 N -2.34522 0.11454 -0.38928  -0.739
4 N 1.82142 -0.89022 -0.39468  -0.506
5 N -0.65289 1.50066 0.31560  -0.028
6 C 0.71968 -1.41715 -0.30263  0.064
7 C 1.63524 1.33768 -0.17386  0.015
8 C -1.17881 0.20482 0.06427  0.529
9 C -0.40882 -1.04181 0.52222  -0.712
10 H -2.55471 -0.88543 -0.49534  0.247
11 H -1.35319 2.25610 0.26989  0.322
12 H -1.15284 -1.83173 0.42908  0.350
13 H 2.48051 1.81785 -0.68874  0.406
14 H -0.10833 -1.00664 1.58035  0.329
15 H 0.67598 -2.26266 -0.98047  0.407

Properties
Highest occupied orbital energy (eV): -9.20
Charge: 0
SMILES string: [H]/N=C1\C/C=N\O/C=N\N1
Kohn-Sham gap (eV): 9.907



Relative energies in kJ/mol: entry A 302.5; entry B 0.0



Entry A
The ion C2H8NS2 with charge +2, computed with ωB97M-V/def2-TZVPD.

Last column: Mulliken charge in e.
Atoms and positions in Å:
1 S -1.50056 -0.93311 0.45728  0.183
2 S -3.30090 -0.89820 -0.46596  0.179
3 N 0.99093 0.82355 -1.01113  -0.351
4 C 1.16339 -0.07826 0.18865  -0.566
5 C -0.14328 0.04532 1.06726  -0.476
6 H 1.19373 -1.16938 -0.06744  0.370
7 H 2.13166 0.21544 0.55973  0.406
8 H -0.38563 1.12352 1.16956  0.440
9 H 0.51653 0.39349 -1.83399  0.362
10 H -3.39024 -2.15719 -0.01894  0.327
11 H 0.63332 1.73234 -0.66462  0.372
12 H 0.20776 -0.13065 2.09555  0.372
13 H 1.88329 1.03313 -1.47594  0.382

Properties
Highest occupied orbital energy (alpha / beta) (eV): -19.04 / -19.84
Charge: +2
2S+1: 2
Kohn-Sham gap (alpha / beta) (eV): 8.607 / 7.866



Entry B
A cluster of 2 separate species, C2H8NS2 in total, computed with ωB97M-V/def2-TZVPD.

Last column: Mulliken charge in e.
Atoms and positions in Å:
1 S -0.67382 -0.91934 -1.42873  0.185
2 S 1.31988 0.04997 -0.51903  -0.152
3 N -0.34381 1.77784 1.19737  -0.160
4 C -0.71292 -0.58985 1.12160  -0.901
5 C -0.19205 0.44987 1.81436  -0.122
6 H 0.63211 0.47467 2.52040  0.383
7 H -1.28621 1.96058 0.82381  0.378
8 H 1.54874 0.24809 -1.82434  0.350
9 H -0.15815 2.53962 1.86266  0.371
10 H -0.35660 -1.60513 1.23900  0.525
11 H 0.34590 1.60613 0.34029  0.339
12 H -0.14568 -2.12735 -1.19161  0.362
13 H -1.73960 -0.43769 0.77772  0.445

Properties
Highest occupied orbital energy (alpha / beta) (eV): -19.94 / -19.93
Charge: +2
2S+1: 2
Kohn-Sham gap (alpha / beta) (eV): 8.752 / 6.764



Relative energies in kJ/mol: entry A 0.0; entry B 196.8